(1)
H8NO2PSi2Zn | ωB97M-V/def2-TZVPD

- HOMO level (eV) = -18.1735
- energy above the lowest of the compared OMol25 structures with the same formula, charge and spin (eV) = 0.000
- charge = +2
- HOMO-LUMO gap (eV) = 4.73

Last column: Mulliken charge in e.
Cartesian coordinates (Å):
N: -1.040 -0.912 -1.206  -0.437
P: -0.877 0.629 -0.800  0.593
Si: -0.224 0.943 1.359  0.435
O: 1.367 0.508 1.578  -0.153
Si: 1.667 -1.127 1.094  0.476
O: 1.966 -1.086 -0.571  -0.492
H: -1.999 -1.162 -1.448  0.333
H: -2.128 1.347 -0.967  0.029
H: 0.076 1.197 -1.764  0.096
H: -1.214 0.239 2.189  0.060
H: -0.338 2.403 1.550  -0.023
H: 0.411 -1.880 1.310  -0.027
H: 2.809 -1.642 1.834  -0.065
H: 1.284 -1.575 -1.022  0.360
Zn: -1.759 2.119 -3.137  0.814

(2)
H8O16S3Zn | ωB97M-V/def2-TZVPD

- HOMO level (eV) = 4.2362
- energy above the lowest of the compared OMol25 structures with the same formula, charge and spin (eV) = 1.638
- charge = -4
- HOMO-LUMO gap (eV) = 3.63

Last column: Mulliken charge in e.
Cartesian coordinates (Å):
Zn: 0.211 0.239 -0.100  1.365
S: 0.619 -3.102 0.656  1.101
O: 0.333 -1.776 -0.051  -0.657
O: -0.567 -3.584 1.367  -0.755
O: 1.032 -4.053 -0.418  -0.779
O: 1.757 -2.854 1.576  -0.833
S: -3.065 1.117 -0.519  1.053
O: -3.639 1.363 0.808  -0.720
O: -1.715 0.449 -0.437  -0.534
O: -3.957 0.270 -1.347  -0.785
O: -2.813 2.427 -1.229  -0.899
S: 0.449 1.482 3.027  0.987
O: 0.285 2.863 2.480  -0.781
O: 1.825 1.375 3.609  -0.847
O: -0.566 1.192 4.053  -0.761
O: 0.354 0.468 1.904  -0.562
O: -0.506 -2.462 -2.628  -0.638
H: -0.490 -2.254 -1.660  0.448
H: 0.414 -2.377 -2.882  0.224
O: 2.373 0.143 0.011  -0.363
H: 3.181 0.648 -0.073  0.157
H: 2.518 -0.552 0.676  0.274
O: 0.250 2.401 -0.268  -0.244
H: -0.504 2.731 -0.781  0.224
H: 0.873 3.122 -0.174  0.150
O: 0.443 0.259 -2.158  -0.224
H: 0.978 -0.335 -2.686  0.183
H: -0.074 0.800 -2.757  0.218

(3)
H8O3S2 | ωB97M-V/def2-TZVPD

- HOMO level (eV) = -9.0972
- energy above the lowest of the compared OMol25 structures with the same formula, charge and spin (eV) = 1.041
- HOMO-LUMO gap (eV) = 9.63
- structure (SMILES) = SS.O.O.O

Last column: Mulliken charge in e.
Cartesian coordinates (Å):
S: -0.739 2.841 2.265  -0.214
S: -2.743 2.536 2.051  -0.172
H: -0.821 4.119 2.005  0.169
H: -2.360 2.037 0.872  0.192
H: 2.482 -5.526 -1.348  0.322
H: 1.644 -4.418 -2.144  0.332
O: 2.037 -4.661 -1.232  -0.654
H: -0.686 1.871 -2.390  0.280
H: -0.097 1.819 -1.027  0.314
O: -0.872 2.064 -1.511  -0.586
H: 1.429 -1.142 0.642  0.328
H: 0.166 -0.889 1.365  0.317
O: 0.560 -0.650 0.450  -0.628

(4)
H8O4 | ωB97M-V/def2-TZVPD

- HOMO level (alpha / beta) (eV) = 0.8869 / -7.2731
- energy above the lowest of the compared OMol25 structures with the same formula, charge and spin (eV) = 0.483
- charge = -1
- HOMO-LUMO gap (alpha / beta) (eV) = 2.29 / 10.72
- multiplicity = 2

Last column: Mulliken charge in e.
Cartesian coordinates (Å):
O: -3.660 -17.537 6.656  -0.968
H: -3.394 -18.086 5.919  0.334
H: -2.867 -17.059 6.898  0.504
O: -6.144 -17.385 11.606  -0.897
H: -5.488 -17.587 12.273  0.348
H: -6.339 -16.457 11.734  0.436
O: -5.986 -17.884 8.197  -1.665
H: -5.300 -17.694 7.558  0.651
H: -6.000 -17.118 8.770  0.390
O: -8.085 -19.144 9.441  -0.913
H: -7.266 -18.762 9.126  0.455
H: -8.380 -18.545 10.127  0.324

(5)
H8O4 | ωB97M-V/def2-TZVPD

- HOMO level (eV) = -10.8108
- energy above the lowest of the compared OMol25 structures with the same formula, charge and spin (eV) = 1.018
- HOMO-LUMO gap (eV) = 10.97
- structure (SMILES) = O.O.O.O

Last column: Mulliken charge in e.
Cartesian coordinates (Å):
O: 1.560 -0.641 1.388  -0.693
H: 1.842 0.097 0.864  0.331
H: 1.912 -1.410 0.994  0.340
O: -1.712 1.608 2.005  -0.629
H: -1.664 0.942 1.336  0.320
H: -2.045 2.307 1.430  0.308
O: 0.414 -0.622 -2.490  -0.678
H: 0.907 -0.015 -1.950  0.329
H: 0.093 -0.135 -3.255  0.327
O: -0.814 -0.548 0.021  -0.695
H: -0.017 -0.739 0.515  0.394
H: -0.478 -0.846 -0.858  0.348

no.,total energy (eV)
1,-79155.6798
2,-113807.8266
3,-27941.9505
4,-8318.9788
5,-8319.6581